# 1
# C5H12O

One molecule with the formula C5H12O at a distorted geometry (ωB97M-V/def2-TZVPD, the OMol25 dataset).

Computed properties:
SMILES	CC(C)CCO
HOMO level	-9.9	eV
net charge	0
orbital gap	10.9	eV
E_LUMO	0.95	eV

CARTESIAN COORDINATES (ANGSTROEM)
C  -1.198  0.839  -0.953
C  -0.582  -0.355  -0.188
C  -1.647  -1.052  0.688
C  0.555  0.159  0.773
C  1.819  0.346  -0.094
O  3.020  -0.161  0.456
H  -0.462  1.443  -1.505
H  -1.765  1.545  -0.324
H  -1.880  0.421  -1.692
H  -0.240  -1.154  -1.162
H  -2.240  -0.378  1.335
H  -1.217  -1.797  1.374
H  -2.326  -1.554  0.005
H  0.250  1.108  1.294
H  0.683  -0.520  1.634
H  1.907  1.415  -0.307
H  1.659  -0.149  -1.064
H  3.664  -0.155  -0.268

Atoms 1-6, force components in eV/Å:
C -0.051 -0.194 -0.185
C 0.125 -0.536 -0.580
C -0.036 -0.165 -0.357
C 0.066 -0.422 -0.585
C -0.349 0.370 -0.233
O 0.205 -0.014 0.136

Löwdin atomic charge list, values in e, 2 entries: -0.11, -0.43

# 2
# CH3NO2S

A 2-piece molecular cluster, CH3NO2S overall at a distorted geometry (ωB97M-V/def2-TZVPD, the OMol25 dataset).

Computed properties:
HOMO level (spin up / spin down)	-8.2 / -7.8	eV
net charge	0
orbital gap (spin up / spin down)	7.7 / 7.0	eV
E_LUMO (spin up / spin down)	-0.49 / -0.79	eV

CARTESIAN COORDINATES (ANGSTROEM)
C  1.412  0.145  -0.106
N  -2.467  -0.909  -0.096
O  -3.173  -0.680  0.778
O  -1.244  0.535  0.003
S  -0.056  0.802  -0.937
H  1.670  -0.916  -0.220
H  1.490  0.349  0.969
H  2.366  0.675  -0.391

Atoms 1-6, force components in eV/Å:
C 1.973 0.158 0.672
N -1.267 0.556 1.810
O 1.554 -0.539 -1.982
O -0.836 -0.019 1.058
S 1.289 -0.134 -0.678
H -0.628 0.120 -0.290

Löwdin atomic charge list, values in e, 2 entries: -0.42, 0.11

# 3
# C3H8N2O2

A 3-piece molecular cluster, C3H8N2O2 overall at a distorted geometry (ωB97M-V/def2-TZVPD, the OMol25 dataset).

Computed properties:
SMILES	c1c[nH]cn1.O.O
HOMO level	-8.9	eV
net charge	0
orbital gap	9.7	eV
E_LUMO	0.70	eV

CARTESIAN COORDINATES (ANGSTROEM)
C  0.656  -0.461  -1.504
C  1.190  -1.735  -1.188
N  0.626  -2.030  0.032
C  -0.091  -0.943  0.514
N  0.086  0.090  -0.415
H  0.600  0.050  -2.489
H  1.954  -2.406  -1.684
H  0.838  -2.957  0.359
H  -0.418  -0.934  1.564
O  -1.957  1.609  -1.656
H  -1.371  1.250  -0.953
H  -1.568  2.390  -2.034
O  0.045  1.795  3.428
H  -0.404  1.559  2.623
H  -0.185  2.723  3.402

Atoms 1-6, force components in eV/Å:
C 1.564 -0.953 -0.399
C -0.778 1.016 -0.949
N 0.626 0.576 -0.469
C 2.514 0.696 -2.012
N -2.406 -2.473 2.326
H 0.599 -0.303 1.062

Löwdin atomic charge list, values in e, 2 entries: -0.18, -0.10

# 4
# C14H20AuF3N4O3S2

C14H20AuF3N4O3S2 as an isolated structure (ωB97M-V/def2-TZVPD, the OMol25 dataset).

Computed properties:
HOMO level (spin up / spin down)	-7.6 / -7.6	eV
net charge	0
orbital gap (spin up / spin down)	5.1 / 5.1	eV
E_LUMO (spin up / spin down)	-2.57 / -2.56	eV

CARTESIAN COORDINATES (ANGSTROEM)
Au  1.110  0.242  1.646
S  -0.337  3.889  3.908
C  0.351  3.125  2.661
N  0.855  2.572  1.748
F  1.106  -4.066  4.086
C  0.834  -2.821  4.475
F  0.826  -2.779  5.802
F  -0.399  -2.513  4.035
S  2.071  -1.646  3.774
O  3.237  -1.802  4.581
O  1.376  -0.336  3.867
O  2.151  -2.059  2.375
C  0.168  -1.910  -2.649
N  1.059  -1.203  -1.747
C  1.806  -2.035  -0.817
C  1.000  0.139  -1.572
N  1.352  0.678  -0.439
N  0.535  0.890  -2.620
C  1.073  0.681  -3.959
C  0.112  2.256  -2.355
H  -0.351  -2.699  -2.099
H  0.716  -2.381  -3.469
H  -0.571  -1.228  -3.061
H  2.156  -2.918  -1.350
H  1.199  -2.359  0.033
H  2.661  -1.492  -0.425
H  1.414  1.689  -0.447
H  1.581  -0.275  -4.023
H  1.795  1.468  -4.200
H  0.273  0.708  -4.700
H  -0.436  2.306  -1.416
H  -0.551  2.572  -3.159
H  0.957  2.954  -2.316
C  -0.880  -0.335  1.856
C  -1.693  0.345  0.868
C  -1.988  -0.286  -0.347
C  -2.755  0.360  -1.297
C  -3.230  1.643  -1.038
C  -2.947  2.276  0.167
C  -2.179  1.634  1.121
H  -0.768  -1.410  1.739
H  -0.985  -0.006  2.888
H  -1.615  -1.288  -0.527
H  -2.995  -0.129  -2.232
H  -3.834  2.149  -1.780
H  -3.322  3.272  0.360
H  -1.938  2.126  2.056

Atoms 1-6, force components in eV/Å:
Au 0.281 0.252 0.232
S -0.196 -0.008 -0.006
C 0.289 -0.024 -0.062
N -0.004 0.200 0.016
F 0.031 0.025 0.042
C -0.034 0.027 0.052

Löwdin atomic charge list, values in e, 2 entries: 1.06, 0.50

The records above yield energy relative to the best compared isomer or geometry (same formula, charge and spin) values of 30.8, 86.3, 45.1, 38.7 kcal/mol, respectively.
The records above yield DFT total energy values of -272.89955, -643.17664, -379.06908, -2221.81025 hartree, respectively.